Record 1
The following is a quantum chemistry calculation of C6H12 as an isolated structure, from OMol25.

CARTESIAN COORDINATES (ANGSTROEM)
C1 2.251 -0.026 0.604
C2 0.910 0.306 0.007
C3 -0.147 0.789 0.766
C4 -1.408 1.107 0.106
C5 -1.560 -0.899 -0.993
C6 -0.350 -1.445 -0.621
H1 2.167 -0.245 1.674
H2 2.963 0.803 0.489
H3 2.700 -0.900 0.117
H4 0.931 0.611 -1.040
H5 -0.577 2.010 0.706
H6 -0.202 0.535 1.824
H7 -2.319 1.171 0.694
H8 -1.401 1.581 -0.869
H9 -2.470 -1.116 -0.443
H10 -1.704 -0.562 -2.018
H11 -0.287 -2.024 0.298
H12 0.412 -1.685 -1.357

* energy relative to the best compared isomer or geometry (same formula, charge and spin): 5.170 eV
* orbital gap: 8.696 eV
* molar mass: 84.2 g/mol
* 2S+1: 1
* total charge: 0
* E_HOMO: -7.52 eV

Record 2
The following is a quantum chemistry calculation of C15H42N8O7 as an isolated structure in a non-equilibrium geometry, from OMol25.

CARTESIAN COORDINATES (ANGSTROEM)
C1 -14.367 -5.002 7.774
O1 -14.676 -6.304 8.236
C2 -15.533 -6.284 9.408
C3 -15.783 -7.796 9.835
N1 -16.559 -7.892 11.142
C4 -17.820 -7.234 11.221
C5 -18.467 -7.410 12.628
O2 -18.315 -8.780 13.173
C6 -19.118 -9.792 12.434
H1 -15.020 -4.259 8.231
H2 -14.360 -4.928 6.686
H3 -13.348 -4.666 7.963
H4 -16.301 -5.511 9.403
H5 -14.766 -5.919 10.092
H6 -14.798 -8.254 9.931
H7 -16.410 -8.396 9.177
H8 -16.700 -8.815 11.527
H9 -18.502 -7.582 10.445
H10 -17.571 -6.212 10.936
H11 -19.492 -7.040 12.626
H12 -17.816 -6.730 13.176
H13 -20.166 -9.700 12.721
H14 -18.787 -10.793 12.713
H15 -19.041 -9.650 11.356
C7 -6.687 2.957 5.621
O3 -7.951 2.505 5.338
C8 -8.161 1.663 4.169
C9 -9.397 0.730 4.371
N2 -9.048 -0.454 5.259
C10 -10.059 -1.554 5.300
C11 -11.123 -1.304 6.398
O4 -10.686 -1.333 7.696
C12 -10.159 -2.527 8.177
H16 -6.528 2.970 6.699
H17 -6.529 3.942 5.184
H18 -5.893 2.429 5.094
H19 -7.257 1.081 3.993
H20 -8.268 2.220 3.238
H21 -9.890 0.383 3.462
H22 -10.266 1.249 4.776
H23 -8.746 -0.154 6.175
H24 -9.550 -2.504 5.463
H25 -10.422 -1.629 4.275
H26 -11.890 -2.064 6.251
H27 -11.605 -0.352 6.178
H28 -9.353 -2.774 7.486
H29 -10.865 -3.358 8.168
H30 -9.908 -2.400 9.230
C13 -12.408 0.355 9.354
O5 -13.212 0.271 8.463
N3 -11.204 0.173 9.046
N4 -12.554 0.148 10.584
H31 -10.505 0.193 9.775
H32 -10.923 -0.121 8.122
H33 -13.520 0.284 10.848
H34 -11.814 0.501 11.175
C14 -11.621 -3.722 5.843
O6 -10.746 -3.472 4.988
N5 -11.345 -4.136 7.021
N6 -12.912 -3.736 5.674
H35 -11.928 -4.363 7.813
H36 -10.410 -4.510 6.940
H37 -13.330 -3.806 4.757
H38 -13.389 -4.108 6.483
C15 -13.643 -2.397 8.220
O7 -14.121 -3.370 7.688
N7 -12.437 -1.864 7.957
N8 -14.267 -1.664 9.106
H39 -11.737 -2.270 7.353
H40 -12.289 -0.869 8.038
H41 -15.174 -1.870 9.497
H42 -13.987 -0.694 9.080

* energy relative to the best compared isomer or geometry (same formula, charge and spin): 25.638 eV
* orbital gap: 7.766 eV
* molar mass: 446.5 g/mol
* 2S+1: 1
* total charge: 0
* E_HOMO: -7.47 eV

Record 3
The following is a quantum chemistry calculation of a 13-piece molecular cluster, C28H87N21O13 overall in a non-equilibrium geometry, from OMol25.

CARTESIAN COORDINATES (ANGSTROEM)
C1 2.883 -4.998 -0.710
O1 2.561 -4.034 -0.013
N1 3.105 -6.250 -0.308
N2 3.121 -5.068 -1.965
H1 3.377 -7.012 -0.912
H2 3.104 -6.360 0.696
H3 2.976 -4.237 -2.521
H4 3.577 -5.947 -2.166
C2 3.921 1.898 -2.363
O2 3.275 1.133 -3.063
N3 4.407 1.589 -1.187
N4 4.390 3.023 -2.784
H5 4.137 0.744 -0.704
H6 4.951 2.317 -0.746
H7 4.203 3.330 -3.728
H8 4.845 3.744 -2.242
C3 -1.882 0.822 -4.928
O3 -1.593 1.839 -5.558
N5 -2.771 0.878 -3.933
N6 -1.407 -0.370 -5.213
H9 -3.272 0.005 -3.839
H10 -3.034 1.735 -3.467
H11 -0.906 -0.487 -6.082
H12 -1.236 -1.005 -4.447
C4 -1.409 -3.874 -2.787
O4 -1.983 -2.866 -2.511
N7 -0.187 -4.131 -2.479
N8 -1.963 -4.989 -2.994
H13 0.297 -4.923 -2.876
H14 0.280 -3.429 -1.923
H15 -2.972 -4.972 -2.993
H16 -1.525 -5.896 -2.927
C5 3.329 -3.065 -5.768
O5 4.267 -3.562 -5.180
N9 2.696 -1.973 -5.342
N10 2.872 -3.559 -6.917
H17 3.061 -1.549 -4.501
H18 1.708 -1.956 -5.549
H19 3.232 -4.356 -7.421
H20 1.996 -3.206 -7.274
C6 -5.271 0.723 -0.845
O6 -4.688 0.886 -1.899
N11 -5.122 -0.275 -0.007
N12 -6.405 1.295 -0.695
H21 -5.948 -0.603 0.473
H22 -4.434 -0.974 -0.250
H23 -6.505 1.991 -1.419
H24 -6.923 1.281 0.173
C7 -3.031 -2.220 1.336
O7 -2.207 -1.344 1.326
N13 -3.777 -2.539 2.409
N14 -3.332 -2.919 0.277
H25 -3.795 -1.798 3.095
H26 -4.486 -3.257 2.369
H27 -3.949 -3.717 0.234
H28 -2.788 -2.809 -0.567
C8 1.740 3.452 -5.572
O8 2.773 4.134 -5.503
N15 0.690 3.804 -6.212
N16 1.658 2.224 -5.111
H29 -0.043 3.111 -6.268
H30 0.356 4.726 -6.451
H31 0.803 1.697 -5.218
H32 2.331 1.782 -4.501
C9 0.646 2.065 4.908
C10 1.481 1.046 4.155
C11 0.901 -0.368 4.282
O9 1.557 -1.511 3.688
C12 2.880 -1.722 4.248
N17 1.642 1.305 2.710
H33 0.604 1.822 5.970
H34 -0.320 2.018 4.406
H35 1.093 3.047 4.751
H36 2.477 1.157 4.585
H37 -0.044 -0.276 3.747
H38 0.655 -0.604 5.317
H39 3.167 -2.733 3.961
H40 3.043 -1.614 5.321
H41 3.659 -1.114 3.788
H42 0.878 1.815 2.291
H43 2.009 0.541 2.161
C13 7.033 -1.533 -0.236
C14 5.732 -2.408 0.017
C15 5.561 -2.652 1.544
O10 6.552 -3.432 2.243
C16 6.708 -4.774 1.824
N18 4.631 -1.824 -0.567
H44 6.774 -0.567 0.198
H45 7.437 -1.522 -1.249
H46 7.846 -2.018 0.304
H47 5.776 -3.410 -0.409
H48 4.572 -3.103 1.457
H49 5.519 -1.760 2.170
H50 7.471 -4.888 1.054
H51 5.843 -5.357 1.505
H52 7.188 -5.399 2.577
H53 3.892 -2.506 -0.485
H54 4.775 -1.681 -1.556
C17 -2.428 7.088 3.608
C18 -1.904 5.660 3.138
C19 -1.659 5.698 1.663
O11 -2.715 6.039 0.817
C20 -3.416 4.925 0.396
N19 -0.714 5.479 3.884
H55 -3.085 7.426 2.808
H56 -1.725 7.905 3.771
H57 -2.966 7.029 4.554
H58 -2.635 4.891 3.392
H59 -1.096 4.851 1.271
H60 -0.976 6.535 1.516
H61 -3.676 4.221 1.187
H62 -2.793 4.580 -0.429
H63 -4.371 5.262 -0.009
H64 -0.152 6.316 3.820
H65 -0.097 4.761 3.533
C21 1.266 -1.446 -1.227
C22 0.230 -0.293 -1.218
C23 0.332 0.604 0.007
O12 -0.500 1.786 0.092
C24 -1.900 1.573 0.084
N20 0.598 0.521 -2.331
H66 1.563 -1.825 -2.204
H67 0.822 -2.309 -0.731
H68 2.220 -1.065 -0.862
H69 -0.753 -0.719 -1.419
H70 1.318 1.046 0.156
H71 0.018 0.009 0.864
H72 -2.276 1.149 1.015
H73 -2.136 0.944 -0.774
H74 -2.490 2.468 -0.117
H75 0.108 1.399 -2.231
H76 1.593 0.692 -2.349
C25 -3.533 2.251 4.382
C26 -4.308 1.141 3.719
C27 -5.570 0.610 4.356
O13 -6.144 -0.131 3.268
C28 -7.129 -1.084 3.622
N21 -4.465 1.764 2.455
H77 -3.447 1.840 5.388
H78 -4.135 3.158 4.424
H79 -2.492 2.443 4.121
H80 -3.606 0.314 3.616
H81 -6.379 1.334 4.450
H82 -5.501 0.014 5.266
H83 -7.885 -0.817 2.883
H84 -7.555 -0.693 4.546
H85 -6.828 -2.131 3.579
H86 -4.724 0.936 1.937
H87 -3.621 2.177 2.085

* energy relative to the best compared isomer or geometry (same formula, charge and spin): 2.801 eV
* orbital gap (spin up / spin down): 1.789 / 7.754 eV
* molar mass: 926.1 g/mol
* 2S+1: 2
* total charge: -1
* E_HOMO (spin up / spin down): 0.02 / -5.99 eV

Record 4
The following is a quantum chemistry calculation of C4H5FN2O in the gas phase in a non-equilibrium geometry, from OMol25.

CARTESIAN COORDINATES (ANGSTROEM)
N1 -0.522 0.459 -2.363
C1 0.076 0.158 -1.195
C2 1.220 0.744 -0.523
C3 1.071 0.149 0.795
F1 1.940 0.108 1.803
C4 -0.165 -0.469 0.914
N2 -1.142 -1.051 1.813
O1 -0.818 -0.517 -0.365
H1 -0.433 1.493 -2.628
H2 -1.591 0.030 -2.190
H3 2.140 1.051 -1.141
H4 -1.356 -0.499 2.591
H5 -0.420 -1.655 2.489

* energy relative to the best compared isomer or geometry (same formula, charge and spin): 3.056 eV
* orbital gap: 8.211 eV
* molar mass: 116.1 g/mol
* SMILES string: Nc1cc(F)c(N)o1
* 2S+1: 1
* total charge: 0
* E_HOMO: -7.52 eV

Which formula does entry 3 have? C28H87N21O13

Which of these has the lowest total charge? C28H87N21O13

What is the formula in the second record? C15H42N8O7